44
Properties=species:S:1:pos:R:3:nbo_charge:R:1 method="wB97M-V/def2-TZVPD" homo_lumo_gap_ev=6.580 lumo_energy_ev=-0.98 homo_energy_ev=-7.556
C -1.334 0.966 3.388 -0.6006
C -1.308 -0.549 3.497 -0.6083
H -0.540 1.470 3.948 0.2130
H -2.307 1.318 3.751 0.2125
H -1.245 1.326 2.348 0.1694
H -1.329 -1.032 2.518 0.1828
H -0.442 -0.915 4.047 0.2125
H -2.207 -0.879 4.018 0.2107
C -0.539 2.712 -0.916 0.0880
C -0.256 3.528 -2.013 -0.2389
C 0.109 2.901 -3.220 -0.1478
C 0.144 1.502 -3.294 -0.2170
H -0.800 3.147 0.050 0.2225
H -0.326 4.611 -1.906 0.2355
H 0.347 3.493 -4.104 0.2300
H 0.414 0.965 -4.215 0.2214
N -0.501 1.377 -1.000 -0.5490
C -0.196 0.736 -2.169 0.1782
C -0.315 -0.760 -2.181 0.1709
N -0.641 -1.371 -1.009 -0.5431
C -0.914 -2.685 -0.969 0.0929
C -0.446 -2.900 -3.315 -0.1506
C -0.838 -3.502 -2.108 -0.2395
H -1.208 -3.100 0.000 0.2231
H -1.090 -4.562 -2.017 0.2363
C -0.183 -1.528 -3.359 -0.2165
H 0.087 -1.010 -4.278 0.2205
H -0.371 -3.496 -4.225 0.2293
Mg -0.825 0.023 0.526 1.6341
C -2.925 0.033 0.675 -1.3954
H -3.226 -0.903 0.185 0.1879
H -3.187 0.864 0.010 0.1889
H -3.458 0.139 1.616 0.1990
F 1.199 -2.467 1.250 -0.3421
C 1.902 -1.302 1.292 0.2867
C 1.230 -0.100 1.214 -0.6612
C 1.993 1.031 1.381 0.3543
F 1.401 2.260 1.450 -0.3529
C 3.394 1.000 1.517 0.2366
F 4.090 2.149 1.615 -0.3050
C 4.058 -0.225 1.526 0.2493
F 5.403 -0.286 1.612 -0.2964
C 3.297 -1.385 1.430 0.2905
F 3.892 -2.594 1.432 -0.3126